Here is a single C4H4OS molecule in a non-equilibrium geometry from the Open Molecules 2025 dataset. Energies are from wB97M-V/def2-TZVPD.

* highest occupied orbital energy (spin up / spin down): -5.1 / -9.4 eV
* 2S+1: 3
* energy above the lowest of the compared OMol25 structures with the same formula, charge and spin: 1.405 eV
* molar mass: 100.142 g/mol
* expectation value of S²: 2.032

Positions of all 10 atoms, in Å:
C (0.6164, -1.0129, 0.0169)
H (-3.0160, -0.5940, -0.1482)
C (1.3944, 0.0952, 0.0247)
S (-0.9237, 1.3275, -0.0077)
C (0.7953, 1.3391, 0.0057)
O (-2.2043, -1.0975, 0.0023)
C (-1.1244, -0.3293, 0.0174)
H (0.7196, -2.0678, 0.0358)
H (1.2711, 2.2980, 0.0250)
H (2.4716, 0.0418, 0.0281)

Cartesian forces, eV/Å:
-4.3301 2.0737 -0.0013
0.1223 0.0294 -0.0504
0.7759 -1.0101 -0.0869
-1.6417 2.9461 -0.0993
-0.2917 -0.2769 0.0624
-0.8501 -0.3908 -0.0395
5.3016 -2.9246 0.2133
0.4780 -0.4875 -0.0056
0.2349 0.1457 -0.0207
0.2008 -0.1049 0.0281

Results of the Mulliken charge analysis, in e, for atoms 1 through 2: C -0.462; H 0.333